1.
Below is a structure of composition C31H30FeN8O5PS2, with properties calculated with ωB97M-V/def2-TZVPD.

Calculated values
E_tot = -120137.511 eV
max |F| = 0.0400 Eh/bohr
LUMO energy (spin up / spin down) = -0.049 / -0.916 eV
energy relative to the best compared isomer or geometry (same formula, charge and spin) = 1.9 kJ/mol
gap between HOMO and LUMO (spin up / spin down) = 7.16 / 6.31 eV
spin multiplicity = 6
E_HOMO (spin up / spin down) = -0.2650 / -0.2657 hartree

XYZ file:
```
78
C31H30FeN8O5PS2 ωB97M-V/def2-TZVPD
C 3.679 2.379 3.075
C -3.107 -2.262 -1.917
H -3.848 -2.647 -1.228
H -0.668 2.238 3.897
O 2.963 1.362 0.161
H 1.667 -3.460 -0.830
H -0.971 5.480 -3.429
H 0.246 3.340 4.856
H -4.963 0.752 1.964
Fe 0.258 -0.230 1.914
C -1.160 -0.914 -2.343
H -2.141 1.370 -3.250
C -1.643 2.372 1.068
C -2.728 -0.582 2.818
N 0.149 2.813 4.003
C -0.776 4.463 -3.113
N 3.188 0.465 0.854
H -0.664 2.788 0.861
H -2.747 3.981 0.185
H -2.061 -1.134 -0.408
C -0.270 1.853 -2.305
O 1.156 1.498 2.456
H -3.616 -1.055 3.226
H 1.534 2.646 -1.432
N 4.595 1.978 2.494
C 0.378 4.173 -2.392
S 1.178 -1.437 3.869
C 3.687 -1.536 -2.215
H 2.192 -3.526 1.624
H 1.077 4.960 -2.141
H -4.951 2.922 0.730
H 0.752 -3.476 5.605
H -0.932 -3.788 5.467
C 2.617 3.820 4.781
C -3.139 -2.633 -3.254
H -2.200 -2.450 -5.179
H 0.020 -3.580 -1.518
C 2.473 -1.127 -1.685
H 1.706 -5.259 1.480
H 4.325 -2.208 -1.653
C 0.718 -3.989 -0.786
C 3.282 -0.195 -4.173
H -3.909 -3.305 -3.611
C -4.035 1.235 1.686
C 4.089 -1.073 -3.461
C 1.661 -0.248 -2.395
H 5.039 -1.387 -3.873
C -4.021 2.441 1.006
H 2.151 -1.466 -0.706
C -0.237 -2.329 4.261
H -2.576 3.684 -3.985
C -2.118 -1.404 -1.457
C 1.400 -4.258 1.790
H 0.866 -5.055 -0.968
C -1.188 -1.296 -3.683
C -2.805 3.032 0.700
C -1.429 2.152 -3.016
O 2.565 -0.484 1.174
H 1.458 0.929 -4.188
H 1.114 -4.252 2.840
C 0.634 2.871 -1.995
O -0.236 -2.322 1.007
C 2.071 0.221 -3.641
C 1.275 2.351 3.380
O 0.082 0.091 -0.191
H 3.604 0.177 -5.138
C -2.821 0.652 2.031
N -1.480 -2.104 3.876
N -0.084 -3.437 5.050
H -0.434 -0.933 -4.373
P 0.079 0.203 -1.677
N 2.593 4.600 5.635
N -1.649 1.209 1.707
N -1.562 -1.024 3.068
C -2.178 -2.152 -4.138
C -1.676 3.456 -3.426
C 2.530 2.857 3.748
S -0.031 -3.794 0.827
```

***

2.
Below is a structure of composition C31H30N4O10PSW, with properties calculated with ωB97M-V/def2-TZVPD.

Calculated values
E_tot = -81008.747 eV
max |F| = 0.0713 Eh/bohr
LUMO energy (spin up / spin down) = -6.836 / -7.028 eV
gap between HOMO and LUMO (spin up / spin down) = 6.29 / 6.11 eV
spin multiplicity = 2
total charge = +2
E_HOMO (spin up / spin down) = -0.4824 / -0.4827 hartree

XYZ file:
```
78
C31H30N4O10PSW ωB97M-V/def2-TZVPD
H 1.778 5.165 -0.349
C -2.625 3.201 1.425
H -4.736 -0.405 -0.732
C 2.580 -0.075 1.791
H 0.296 4.027 -5.939
H 3.987 -2.046 -1.142
H 4.317 -0.575 2.908
O 4.342 -2.794 -1.646
H -1.843 4.320 -4.664
C -1.090 3.620 -4.336
C -3.819 -1.984 0.386
C -2.611 -2.467 0.869
C -0.865 0.094 2.851
C 0.756 4.920 -0.624
O 4.457 0.957 0.702
H -1.327 0.591 2.014
O -1.624 3.206 0.374
H 3.022 -6.233 -4.152
H -2.157 3.324 2.399
C 3.235 -0.575 2.903
O 0.370 -1.534 -1.379
C -2.615 -0.143 -0.542
C 1.097 -0.839 3.940
N -1.454 -0.581 -0.035
C 3.698 -4.617 -2.951
C -1.462 -1.738 0.640
H 4.747 -4.868 -3.030
H 1.491 2.230 3.169
H 0.056 5.388 0.065
H -2.179 2.960 -2.583
C 1.044 2.542 -4.608
H -0.510 -2.098 1.002
H -3.279 4.044 1.226
S 1.873 0.680 -2.741
C 1.566 -1.980 -1.368
C -5.158 -2.594 0.734
P -0.144 2.684 0.539
C -1.588 -0.117 3.993
W 0.744 0.428 -0.445
N 1.247 -0.078 1.635
C 1.005 -3.951 -2.717
H 1.980 2.388 -5.123
C 0.804 1.804 -3.440
O -6.071 -1.852 1.018
H -1.603 -0.910 6.006
O 0.270 3.355 1.910
C 2.487 -1.042 3.952
O -0.614 1.267 -1.709
H -0.033 -3.673 -2.598
N -0.361 2.002 -2.808
H -4.493 -4.516 0.359
H 2.958 -1.482 4.822
C 3.294 0.741 0.762
C 2.727 -5.371 -3.569
C 0.107 3.443 -5.049
C 0.491 -0.294 2.775
H -6.115 -4.372 0.935
H -3.194 2.274 1.379
C -1.302 2.886 -3.207
O 2.375 1.320 -0.053
C 1.368 -5.045 -3.455
C 0.308 -1.082 5.093
C -3.809 -0.804 -0.343
H 1.643 3.997 3.263
H -2.621 0.203 4.033
H 0.553 5.247 -1.639
H 2.353 3.139 1.881
H 0.785 -1.514 5.963
H -2.577 0.777 -1.101
H -2.555 -3.383 1.441
C 1.981 -3.159 -2.079
C 3.345 -3.495 -2.200
N -5.226 -3.942 0.735
H 0.621 -5.647 -3.952
O 0.616 3.475 -0.605
C 1.528 3.153 2.591
C -1.009 -0.739 5.119
O 2.366 -1.237 -0.691
```

***

Which of these has the highest max |F|?
C31H30N4O10PSW